The following is a DFT calculation (ωB97M-V with the def2-TZVPD basis set) of a molecular structure, C40H36Br2Cl5F4LuN6OP2.

Results
Frontier orbital gap ... 0.282 hartree
Net charge ... +2
Energy above the lowest of the compared OMol25 structures with the same formula, charge and spin ... 11.5 kJ/mol
LUMO energy ... -5.3 eV
Energy ... -11715.93627 hartree
F_max ... 0.5 eV/A
Molar mass ... 1266.75 g mol⁻¹

XYZ file:
```
97
Properties=species:S:1:pos:R:3:forces:R:3
Lu -0.0006 -0.4710 0.7743 0.1588 0.2683 0.0136
Cl -2.9493 0.3866 1.2816 0.0019 0.0027 0.0770
C -1.9479 1.4620 2.2562 -0.0679 0.0001 -0.0185
C -0.5754 1.3900 2.0682 0.0896 0.1189 0.1233
C 0.1362 2.3481 2.7697 -0.0194 0.1929 0.0453
Cl 1.8908 2.4428 2.5800 -0.1774 -0.0460 0.0248
C -0.4474 3.2948 3.6109 0.0554 -0.0229 -0.0426
Cl 0.4997 4.4731 4.4116 0.0337 0.0691 0.0566
C -1.8333 3.2831 3.7879 0.0752 0.0098 0.0041
Cl -2.5832 4.4341 4.8005 -0.0307 0.0283 0.0398
C -2.6030 2.3488 3.1009 -0.0701 -0.0504 -0.1449
Cl -4.3073 2.3228 3.2652 -0.0029 -0.0058 0.0763
F -5.1357 -1.0907 -4.8936 0.0601 0.0254 0.0637
C -4.3050 -0.4915 -4.0654 -0.1640 -0.0507 -0.1683
C -4.1419 0.8788 -4.1094 -0.1402 0.0603 -0.1592
F -4.8214 1.5909 -4.9872 0.0563 -0.0210 0.0602
C -3.2627 1.4971 -3.2351 -0.0592 0.2140 -0.0395
F -3.1410 2.8149 -3.3568 0.1103 -0.0812 0.1443
C -2.5343 0.7958 -2.2831 -0.0694 -0.0241 -0.0092
P -1.3324 1.6315 -1.1840 0.1227 -0.1011 0.0143
C -2.2012 3.0255 -0.4146 0.1205 0.1128 -0.0200
C -1.3953 3.9715 0.2245 -0.0173 0.0129 0.0835
C -1.9631 5.0521 0.8833 -0.0260 -0.0704 -0.0132
C -3.3454 5.1862 0.9201 -0.0157 -0.0113 -0.0291
C -4.1514 4.2419 0.2975 0.0471 0.0461 0.0050
C -3.5829 3.1660 -0.3686 -0.0466 -0.0356 0.0056
C -0.2449 2.4071 -2.4415 -0.1220 -0.0798 -0.1245
C 0.2800 1.5174 -3.3784 0.0766 -0.0088 -0.1476
C 1.1290 1.9469 -4.3885 -0.0285 0.0501 0.0434
C 1.4647 3.2939 -4.4676 -0.0157 -0.0383 0.0062
C 0.9286 4.1914 -3.5551 -0.0112 -0.0102 0.0412
C 0.0699 3.7580 -2.5491 0.1078 0.0835 0.0274
C -2.7136 -0.5879 -2.2909 0.0462 -0.0685 0.1491
Br -1.7151 -1.8094 -1.2067 0.0778 -0.1165 0.0309
C -3.5763 -1.2336 -3.1515 -0.0904 -0.0371 -0.0708
F -3.7235 -2.5530 -3.1394 0.0519 0.0389 0.0499
H -0.3150 3.8649 0.2165 -0.0388 -0.0184 0.0526
H -1.3286 5.7821 1.3712 -0.0177 -0.0157 -0.0137
H -3.7947 6.0260 1.4343 0.0082 -0.0172 -0.0011
H -5.2287 4.3410 0.3308 0.0251 0.0023 0.0003
H -4.2303 2.4292 -0.8291 0.0228 0.0186 -0.0277
H -0.0377 0.4831 -3.3471 0.0822 -0.1430 -0.0156
H 1.5090 1.2426 -5.1201 -0.0200 0.0276 0.0455
H 2.1245 3.6446 -5.2507 -0.0200 -0.0060 0.0202
H 1.1681 5.2446 -3.6308 -0.0184 -0.0277 0.0025
H -0.3552 4.4838 -1.8691 0.0108 -0.0290 -0.0965
C 4.2157 -1.6673 -3.2538 -0.0276 -0.0100 0.0249
N 4.5797 -2.0047 -1.8767 -0.0956 -0.0322 -0.0044
C 4.5390 -3.4619 -1.7347 -0.0338 0.0253 -0.0011
N 3.2479 -4.0470 -2.0978 -0.0326 0.1207 0.0438
C 2.9139 -3.6520 -3.4660 -0.0225 0.0395 0.0598
N 2.9144 -2.2022 -3.6616 -0.0331 0.0114 0.1307
C 1.8353 -1.5512 -2.9303 0.1660 -0.1254 0.0780
P 1.9327 -1.8174 -1.0836 0.0288 -0.2586 -0.3028
C 3.7272 -1.3363 -0.9035 -0.0658 -0.0843 -0.0224
C 2.2128 -3.6701 -1.1466 0.1233 0.1348 -0.1082
H 4.9761 -2.0829 -3.9140 0.0157 -0.0150 -0.0221
H 4.2132 -0.5823 -3.3716 -0.0069 0.0131 -0.0002
H 4.7801 -3.7325 -0.7054 0.0015 0.0010 0.0197
H 5.3011 -3.8850 -2.3883 0.0154 -0.0140 -0.0206
H 1.9337 -4.0519 -3.7293 -0.0150 -0.0064 0.0013
H 3.6530 -4.0868 -4.1380 0.0270 -0.0083 -0.0074
H 0.8645 -1.8929 -3.2970 -0.0037 -0.0375 -0.0435
H 1.9106 -0.4847 -3.1122 -0.0663 0.2216 -0.0439
H 4.0601 -1.5891 0.1053 0.0532 -0.0260 0.0083
H 3.8105 -0.2543 -1.0140 0.0364 0.0373 -0.0277
H 1.2737 -4.1683 -1.3928 -0.0288 -0.0423 -0.0401
H 2.5093 -4.0087 -0.1555 0.0451 -0.0505 0.0144
C -4.1299 -3.6098 3.5760 0.0845 0.0481 0.0096
C -2.9142 -2.7435 3.5414 -0.1495 -0.1225 -0.0882
C -2.2047 -2.1226 4.5422 0.1003 0.0699 0.1045
C -1.1684 -1.4201 3.9057 0.0705 0.0150 0.1326
N -1.2403 -1.5928 2.5846 0.3069 0.1945 -0.2297
N -2.3017 -2.4102 2.3897 -0.0511 -0.0860 0.0314
C -0.1047 -0.6033 4.5661 -0.1077 -0.0230 0.0498
H -4.3618 -3.8829 4.6023 0.0121 0.0134 -0.0062
H -3.9832 -4.5283 3.0064 0.0166 0.0244 -0.0005
H -4.9927 -3.0847 3.1638 0.0158 0.0072 0.0002
H -2.4043 -2.1694 5.6010 0.0209 -0.0006 -0.0713
H -2.5836 -2.6764 1.4614 -0.0286 0.0451 0.0023
H 0.3691 -1.1788 5.3623 -0.0317 -0.0069 0.0010
H -0.5327 0.2937 5.0190 -0.0146 -0.0280 -0.0197
H 0.6656 -0.2870 3.8696 0.0064 0.0120 -0.0275
Br 0.5245 -3.8543 1.7049 -0.0432 -0.1450 -0.0476
C 1.9380 -2.8075 2.3916 0.0423 0.1520 -0.0901
C 2.8772 -3.4454 3.1774 0.0815 -0.0051 0.0471
C 3.9552 -2.7009 3.6267 0.0578 -0.0873 0.0704
C 4.0568 -1.3685 3.2596 0.0524 0.0192 0.0308
C 3.0632 -0.8221 2.4783 -0.1126 0.0039 -0.0551
N 1.9936 -1.5183 2.0495 -0.4063 -0.0142 -0.0894
H 2.7642 -4.4925 3.4195 0.0114 0.0200 -0.0010
H 4.7109 -3.1641 4.2483 -0.0117 0.0110 -0.0158
H 4.8898 -0.7559 3.5748 -0.0093 -0.0157 -0.0034
H 3.1065 0.2132 2.1786 -0.0188 0.0100 -0.0010
O 1.6205 1.1460 -0.2310 0.1431 -0.2650 0.3656
H 1.9872 1.7687 0.4204 -0.1069 0.0935 -0.0487
H 1.6197 1.5893 -1.0950 -0.1620 -0.0800 0.0489
```
Forces are in eV/Å.

---

The following is a DFT calculation (ωB97M-V with the def2-TZVPD basis set) of a molecular structure, C40H36Cl5N7O4PS3Tm.

Results
2S+1 ... 3
Frontier orbital gap (spin up / spin down) ... 0.228 / 0.229 hartree
⟨S²⟩ ... 2.002
Net charge ... -2
LUMO energy (spin up / spin down) ... 3.8 / 3.8 eV
Energy ... -7152.56796 hartree
F_max ... 1.3 eV/A
Molar mass ... 1152.15 g mol⁻¹

XYZ file:
```
97
Properties=species:S:1:pos:R:3:forces:R:3
Tm -0.3087 0.0094 0.8158 0.2600 -0.0390 -0.5570
O -0.2723 -1.6781 4.6903 -0.0705 0.1939 -0.2204
C -0.2780 -0.6140 4.0318 -0.0538 -0.3356 0.5988
O -0.2051 -0.6259 2.7654 0.1820 -0.3716 0.7167
C -0.3582 0.6933 4.7400 -0.0242 0.1980 -0.0392
C -0.5079 0.6374 6.1255 -0.0265 -0.1332 0.1942
C -0.5279 1.7687 6.9088 0.0100 -0.0451 0.1831
C -0.3618 3.0093 6.2985 -0.0134 0.0397 0.0518
C -0.2497 3.0910 4.9336 0.0156 0.1305 0.1463
C -0.2768 1.9531 4.1074 -0.0608 -0.3068 -0.0901
S -0.2352 2.2869 2.4144 0.0536 0.0963 -0.7217
H -0.6133 -0.3423 6.5720 0.0294 0.0031 0.0189
H -0.6607 1.6958 7.9801 0.0354 -0.0357 0.0476
H -0.3221 3.9112 6.8992 -0.0515 0.0268 -0.0126
H -0.1459 4.0497 4.4453 0.0086 0.0581 -0.0065
Cl -3.3373 2.6675 0.5849 -0.1465 0.4777 -0.0363
C -3.8236 1.0218 0.7285 0.5202 -0.3092 0.0470
C -2.8090 0.0653 0.8615 -0.8223 -0.3546 -0.0876
C -3.2935 -1.2348 1.0299 0.0060 0.9391 -0.1474
Cl -2.0880 -2.4372 1.3272 -0.1159 -0.7397 0.2318
C -4.6321 -1.5984 0.9921 -0.0121 0.0582 -0.0281
Cl -5.1167 -3.2450 1.1211 -0.0474 -0.3187 0.0573
C -5.5891 -0.6051 0.8261 0.1846 -0.0051 0.0070
Cl -7.2569 -1.0197 0.7440 -0.2552 -0.0493 0.0169
C -5.1835 0.7207 0.7225 0.0753 -0.0141 -0.0175
Cl -6.3784 1.9592 0.5763 -0.0590 0.1103 -0.0298
S 1.9585 2.1819 -3.4617 0.2143 0.1363 -0.0512
P 0.3756 2.8393 -2.5086 -0.0416 0.3143 -0.0485
S -0.7838 1.5575 -1.4901 -0.2161 0.1091 0.1392
C 0.7606 4.3625 -1.5622 -0.0349 -0.4561 -0.1181
C 0.3726 4.5620 -0.2473 -0.0736 -0.1422 -0.1291
C 0.6633 5.7671 0.3721 -0.0097 0.1222 0.1402
C 1.3331 6.7644 -0.3148 0.0158 0.0748 0.0884
C 1.7380 6.5544 -1.6246 0.0394 0.1045 -0.0916
C 1.4542 5.3545 -2.2462 0.0495 0.0034 -0.0871
C -0.8887 3.4573 -3.6881 0.1651 -0.1582 0.1523
C -1.6581 4.5860 -3.4513 0.1356 -0.0209 0.0630
C -2.7309 4.8718 -4.2768 -0.1799 0.1394 -0.0811
C -3.0472 4.0304 -5.3303 -0.1205 0.0995 -0.0638
C -2.2749 2.9052 -5.5717 -0.0427 -0.0621 -0.1094
C -1.1989 2.6247 -4.7541 0.0608 -0.0114 -0.0704
H -0.1477 3.7862 0.2977 -0.0389 -0.0153 -0.0219
H 0.3657 5.9190 1.3990 -0.0278 -0.0289 0.1107
H 1.5524 7.7071 0.1699 0.0163 0.0219 0.0556
H 2.2804 7.3253 -2.1570 0.0105 0.0321 -0.0259
H 1.7714 5.1665 -3.2642 0.0460 0.0123 -0.0201
H -1.4293 5.2275 -2.6117 -0.0181 0.0384 0.0495
H -3.3362 5.7482 -4.0845 -0.0304 0.0345 0.0044
H -3.9012 4.2465 -5.9587 -0.0391 0.0257 -0.0362
H -2.5250 2.2400 -6.3880 -0.0022 -0.0253 -0.0505
H -0.5882 1.7464 -4.9142 0.0310 -0.0573 -0.0547
C 1.3784 -4.4128 -4.0590 -0.2159 0.0327 -0.0768
C -0.1064 -4.0374 -4.0190 0.1745 -0.2614 0.0614
N -0.3790 -2.7873 -3.3461 -0.2331 0.1073 -0.1941
C -0.4228 -1.5898 -4.1703 0.1297 0.2052 -0.0988
C 0.9416 -0.9520 -4.4183 -0.2388 -0.1373 0.0444
C -0.4807 -2.7054 -1.9846 -0.0685 -0.3191 0.2075
C -0.5742 -4.0070 -1.2338 0.0339 0.0916 0.0839
N -0.5412 -1.6153 -1.3216 -0.0042 0.9343 0.0382
H 1.4945 -5.4444 -4.3808 0.0509 -0.1753 -0.0702
H 1.8239 -4.3080 -3.0755 0.0855 -0.0057 0.1915
H 1.9269 -3.7757 -4.7452 0.0893 0.0629 -0.0560
H -0.6644 -4.8411 -3.5341 0.0066 0.0509 -0.0917
H -0.4794 -3.9565 -5.0436 -0.0730 -0.0153 0.0874
H -1.0867 -0.8581 -3.6979 0.0171 -0.0725 -0.0977
H -0.8805 -1.8676 -5.1268 -0.0246 -0.0003 0.1135
H 1.3685 -0.5692 -3.4952 0.0416 0.0562 0.0446
H 0.8396 -0.1083 -5.0970 0.0521 0.0923 0.0185
H 1.6386 -1.6613 -4.8585 0.0422 -0.0851 -0.0793
H -1.4593 -4.5583 -1.5491 -0.0303 -0.0910 -0.0185
H -0.6676 -3.7904 -0.1757 0.0717 -0.0436 -0.1540
H 0.3069 -4.6245 -1.3891 0.0673 -0.1360 -0.0374
H -0.4814 -0.7844 -1.9131 0.0364 -0.1264 -0.1029
O 1.7173 -2.7951 5.9589 -0.4880 0.2752 0.2539
C 2.4748 -3.2002 4.8859 0.5828 0.0773 -0.2165
N 2.1302 -4.5692 4.5148 -0.1391 0.0100 0.3357
C 1.9185 -5.1419 3.3187 0.1291 0.1805 0.0884
O 1.6949 -6.3377 3.2072 -0.0549 -0.3319 -0.2101
C 2.0316 -4.2515 2.1215 -0.0844 -0.0076 -0.4644
C 2.9447 -4.5601 1.1210 -0.1042 0.1387 0.1941
C 3.0438 -3.7149 0.0282 -0.0674 -0.0269 0.0642
C 2.2038 -2.6149 -0.0405 0.0797 -0.0409 -0.1428
N 1.2752 -2.3553 0.8747 -0.1257 0.2398 0.1785
C 1.1951 -3.1502 1.9333 0.0954 -0.3234 0.2038
H 0.8757 -2.3842 5.6111 0.4065 -0.1096 0.0803
H 3.5327 -3.1959 5.1980 -0.2645 0.0908 -0.0623
H 2.3708 -2.5515 4.0093 0.0086 -0.0941 0.1650
H 1.9962 -5.1745 5.3134 -0.0125 -0.0857 -0.1243
H 3.5771 -5.4323 1.2165 0.0063 -0.0566 0.0183
H 3.7631 -3.9065 -0.7541 0.0521 0.0599 -0.0705
H 2.2706 -1.9161 -0.8643 -0.0307 0.0747 -0.0294
H 0.4330 -2.9064 2.6672 0.0270 0.0930 0.0494
N 5.7475 2.0292 2.5506 0.3185 0.2906 0.3664
C 4.9489 1.5463 1.8657 0.3677 0.4129 0.6302
N 4.1941 0.9389 1.0318 0.5531 -0.5660 -0.8354
C 2.9774 0.7631 0.8261 -1.1898 -0.3430 -0.4952
N 1.9009 0.4619 0.4653 0.3936 0.3128 0.1429
```
Forces are in eV/Å.